This record from the Open Molecules 2025 dataset describes C13H23NO in the gas phase. The level of theory is ωB97M-V/def2-TZVPD.

The LUMO energy is 0.89 eV. As for the SMILES: CCC(O)(C#CCN1CCCCC1)CC. The value obtained for the energy above the lowest of the compared OMol25 structures with the same formula, charge and spin is 198.9 kJ/mol. The value obtained for the total energy is -17390.1097 eV. As for the HOMO energy: -8.54 eV. The value obtained for the molar mass is 209.3 Da.

```
! RIJCOSX wB97M-V def2-TZVPD def2/J DEFGRID3
* xyz 0 1
C -1.442 2.115 -0.527
H -0.486 1.709 -0.201
C -2.299 1.022 -1.150
H -1.837 0.675 -2.077
H -3.288 1.404 -1.401
C -2.478 -0.218 -0.256
C -1.166 -0.816 -0.002
C -0.136 -1.402 0.188
C 1.210 -1.924 0.400
N 2.251 -0.923 0.263
C 2.185 0.088 1.307
C 3.120 1.260 0.990
C 4.264 0.766 0.114
C 3.704 0.325 -1.240
C 2.325 -0.327 -1.057
H 1.526 0.418 -1.209
H 2.181 -1.113 -1.802
H 3.606 1.186 -1.905
H 4.394 -0.379 -1.706
H 5.012 1.549 -0.023
H 4.742 -0.082 0.607
H 2.577 2.044 0.459
H 3.497 1.689 1.919
H 1.155 0.461 1.446
H 2.493 -0.396 2.241
H 1.280 -2.349 1.408
H 1.404 -2.722 -0.325
O -3.291 -1.113 -1.007
H -3.369 -1.940 -0.519
C -3.136 0.088 1.108
C -4.511 0.731 0.977
H -5.014 0.738 1.942
H -4.433 1.757 0.627
H -5.119 0.170 0.271
H -3.230 -0.861 1.646
H -2.468 0.726 1.690
H -1.253 2.898 -1.257
H -1.935 2.564 0.332
*
```

=====

This record from the Open Molecules 2025 dataset describes 2 unconnected molecules or ions with the total composition C13H23O5S at a distorted geometry. The level of theory is ωB97M-V/def2-TZVPD.

The LUMO energy is -6.05 eV. The value obtained for the total energy is -34912.8732 eV. As for the HOMO energy: -11.72 eV. The value obtained for the molar mass is 291.4 Da.

```
! RIJCOSX wB97M-V def2-TZVPD def2/J DEFGRID3
* xyz 1 1
C -0.135 3.912 1.556
C -1.552 4.124 1.743
S -2.774 2.703 1.848
C -2.514 1.698 3.385
C -1.083 0.922 3.431
C -1.214 -0.651 3.130
C -0.333 -1.139 1.858
O -0.659 -2.268 1.395
O 0.740 -0.356 1.364
C 0.775 -0.317 -0.087
C 2.289 0.070 -0.546
C -2.413 1.687 0.311
C -3.692 0.860 -0.183
O -4.823 1.079 0.289
O -3.458 -0.135 -1.185
H 0.497 3.641 2.486
H 0.403 3.932 0.546
H -2.021 5.168 1.804
H -3.391 0.985 3.619
H -2.486 2.454 4.258
H -0.272 1.448 2.820
H -0.741 1.013 4.532
H -2.311 -0.920 2.991
H -0.858 -1.232 4.062
H 0.547 -1.309 -0.600
H 0.101 0.473 -0.564
H 2.883 -0.893 -0.824
H 2.835 0.710 0.223
H 2.207 0.657 -1.539
H -1.571 0.967 0.583
H -2.080 2.417 -0.503
H -2.487 -0.126 -1.388
C 1.697 -3.296 -3.815
C 3.090 -2.751 -3.640
O 3.349 -1.944 -2.765
C 4.150 -3.242 -4.589
H 1.039 -2.855 -3.063
H 1.319 -3.038 -4.806
H 1.703 -4.380 -3.683
H 3.880 -2.981 -5.615
H 4.264 -4.323 -4.491
H 5.102 -2.766 -4.346
*
```

=====

This record from the Open Molecules 2025 dataset describes 10 unconnected molecules or ions with the total composition C13H24BrCl23Si at a distorted geometry. The level of theory is ωB97M-V/def2-TZVPD.

The LUMO energy is 0.30 eV. The value obtained for the total energy is -379807.5218 eV. As for the HOMO energy: -9.34 eV. The value obtained for the molar mass is 1103.7 Da.

```
! RIJCOSX wB97M-V def2-TZVPD def2/J DEFGRID3
* xyz 0 1
C -1.955 3.839 0.728
C -1.212 2.891 1.632
Cl -2.156 2.215 2.904
C 0.073 2.540 1.495
Cl 0.778 1.333 2.501
Si 1.179 3.243 0.196
Cl 1.357 1.969 -1.381
Br 3.194 3.544 1.054
H -2.970 3.973 1.093
H -2.033 3.415 -0.275
H -1.479 4.817 0.693
H 0.721 4.556 -0.254
C 0.009 -0.870 -4.262
Cl -0.303 -2.157 -3.093
Cl -1.386 -0.548 -5.298
H 0.242 0.035 -3.716
H 0.839 -1.172 -4.889
C 3.929 4.911 -2.508
Cl 2.843 6.168 -1.904
Cl 3.272 4.098 -3.937
H 4.871 5.369 -2.782
H 4.067 4.173 -1.726
C 6.217 2.093 -5.136
Cl 6.485 0.373 -4.802
Cl 7.056 3.140 -3.985
H 6.578 2.294 -6.137
H 5.155 2.293 -5.062
C 2.145 -1.866 4.861
Cl 1.767 -0.306 5.601
Cl 2.005 -1.824 3.104
H 3.158 -2.133 5.134
H 1.434 -2.599 5.225
C -3.924 0.127 0.477
Cl -2.765 0.405 -0.828
Cl -5.590 0.400 -0.065
H -3.821 -0.902 0.801
H -3.717 0.808 1.294
C -2.032 -3.416 1.404
Cl -1.416 -2.762 -0.117
Cl -1.710 -2.330 2.767
H -3.104 -3.547 1.317
H -1.543 -4.362 1.602
C -5.693 0.580 4.342
Cl -4.503 -0.661 3.921
Cl -5.539 2.021 3.331
H -6.683 0.165 4.196
H -5.540 0.867 5.374
C -2.097 -3.151 5.235
Cl -0.962 -4.402 4.706
Cl -1.510 -1.529 4.866
H -3.035 -3.302 4.716
H -2.224 -3.239 6.307
C 5.826 0.634 -8.862
Cl 5.657 2.366 -8.513
Cl 5.422 0.250 -10.535
H 6.856 0.352 -8.680
H 5.155 0.091 -8.208
C -3.439 -7.177 2.890
Cl -4.074 -5.709 3.641
Cl -3.307 -7.033 1.135
H -2.451 -7.360 3.296
H -4.113 -7.993 3.117
*
```

=====

This record from the Open Molecules 2025 dataset describes 3 unconnected molecules or ions with the total composition C13H24BrF6N2O4. The level of theory is ωB97M-V/def2-TZVPD.

The LUMO energy is -3.03 eV. The value obtained for the total energy is -111381.0831 eV. As for the HOMO energy: -13.22 eV. The value obtained for the molar mass is 466.2 Da.

```
! RIJCOSX wB97M-V def2-TZVPD def2/J DEFGRID3
* xyz 1 1
C 2.654 -0.122 0.873
C 2.911 0.343 -0.550
N 2.577 1.756 -0.819
N 1.183 1.980 -1.106
C 0.197 2.049 0.053
Br -0.732 3.735 -0.126
C -0.776 0.855 0.154
C -0.628 -0.267 -0.873
H 1.588 -0.146 1.115
H 3.045 -1.126 1.027
H 3.149 0.541 1.588
H 2.357 -0.259 -1.275
H 3.962 0.239 -0.817
H 2.793 2.345 -0.020
H 1.133 2.858 -1.629
H 0.893 1.239 -1.752
H 0.814 2.155 0.938
H -0.660 0.446 1.158
H -1.792 1.241 0.100
H 0.272 -0.862 -0.720
H -0.665 0.081 -1.912
H -1.478 -0.941 -0.776
C -3.880 4.513 -2.297
C -4.339 3.127 -1.903
O -5.744 2.940 -2.167
C -6.047 2.609 -3.416
O -5.284 2.443 -4.319
C -7.578 2.413 -3.554
F -8.248 3.406 -2.967
F -7.925 1.261 -2.962
F -7.921 2.356 -4.832
H -4.451 5.273 -1.764
H -2.825 4.617 -2.041
H -3.989 4.678 -3.368
H -4.243 2.966 -0.830
H -3.784 2.356 -2.437
C 5.616 -5.523 2.799
C 4.141 -5.838 2.736
O 3.376 -4.903 3.551
C 3.089 -3.745 3.014
O 3.359 -3.347 1.914
C 2.259 -2.891 4.009
F 2.775 -2.906 5.232
F 1.005 -3.354 4.064
F 2.211 -1.619 3.586
H 5.965 -5.528 3.831
H 6.168 -6.283 2.245
H 5.831 -4.552 2.356
H 3.912 -6.807 3.171
H 3.755 -5.799 1.719
*
```

=====

This record from the Open Molecules 2025 dataset describes a molecular structure, C13H24Cl2InN3P at a distorted geometry. The level of theory is ωB97M-V/def2-TZVPD.

The LUMO energy is 2.67 eV. The value obtained for the energy above the lowest of the compared OMol25 structures with the same formula, charge and spin is 0.0 kJ/mol. The value obtained for the total energy is -57846.8024 eV. As for the HOMO energy: -0.93 eV. The value obtained for the molar mass is 439.1 Da.

```
! RIJCOSX wB97M-V def2-TZVPD def2/J DEFGRID3
* xyz -1 1
In -0.169 -0.181 -1.190
Cl 2.117 -0.078 -1.873
Cl -2.298 0.847 -0.813
C -0.494 1.052 -3.753
H -1.055 1.844 -3.256
H 0.313 1.333 -4.433
C -0.676 -2.207 -0.668
C -0.892 -0.246 -3.689
H -0.494 -2.616 0.328
C -0.137 -1.299 -4.467
H -1.882 -0.552 -3.298
C -0.649 -2.726 -4.204
H -0.262 -1.098 -5.547
H 0.948 -1.218 -4.262
C -0.202 -3.322 -2.859
H -1.747 -2.732 -4.284
H -0.248 -3.389 -4.984
C -1.244 -3.086 -1.682
H -0.114 -4.418 -2.988
H 0.790 -2.924 -2.565
H -2.137 -2.522 -2.037
H -1.565 -4.081 -1.326
C 0.961 3.098 3.316
N -0.372 2.720 2.798
C -0.975 1.667 3.644
N -0.081 0.502 3.814
C 1.244 0.941 4.308
N 1.868 1.944 3.430
C 2.271 1.400 2.133
P 0.764 0.769 1.211
C -0.277 2.329 1.402
C 0.054 -0.276 2.590
H 0.825 3.530 4.321
H 1.398 3.838 2.630
H -1.919 1.332 3.187
H -1.177 2.096 4.640
H 1.897 0.060 4.376
H 1.101 1.397 5.302
H 2.791 2.177 1.551
H 3.001 0.591 2.284
H -1.275 2.150 0.983
H 0.191 3.155 0.844
H 0.730 -1.120 2.794
H -0.921 -0.683 2.290
*
```

=====

no.,frontier orbital gap (eV)
1,9.43
2,5.67
3,9.63
4,10.19
5,3.61